Entry 1:
ORCA calculation (ωB97M-V/def2-TZVPD) on 9 unconnected molecules or ions with the total composition C54H120N6O9 at a distorted geometry.

Last column: Löwdin charge in e.
Cartesian coordinates (Å):
1 H -4.1286 8.5036 -1.7321  0.0870
2 C 4.3008 -2.3853 -2.7540  -0.0865
3 H 2.8820 -4.6583 3.5721  0.0767
4 H -1.4226 -2.5129 6.9215  0.0850
5 C 0.3511 -7.6452 -2.4607  -0.0363
6 H -3.9611 6.8655 1.5165  0.0758
7 H 4.2621 -1.8980 -6.1823  0.0774
8 H 6.1507 -2.0959 -1.5080  0.0882
9 O 5.7674 -0.0568 -5.1838  -0.0158
10 C 5.8762 0.1944 -2.8368  -0.4173
11 N -0.9568 -0.5756 -1.6339  -0.0801
12 H 0.0267 -9.5327 -0.7171  0.0773
13 H 2.8888 3.5387 3.7192  0.1082
14 H 3.2596 -2.0631 -2.7655  0.0901
15 H 1.6649 5.3229 3.3029  0.0713
16 H -3.3806 4.3665 0.7879  0.0453
17 C 2.7104 -2.7577 5.5502  -0.1284
18 O 0.3424 2.6418 -2.0767  -0.0362
19 H 2.9916 -1.9014 -5.0830  0.0768
20 H 1.4644 -1.8631 -1.2729  0.0829
21 C -0.7574 -5.9738 0.8888  -0.1641
22 H -6.8741 5.5791 -2.8941  0.1095
23 H 0.7200 -1.9879 7.4519  0.1145
24 H -1.5382 -0.6964 6.8408  0.0838
25 C 1.7668 -2.8700 4.3289  -0.4652
26 C -0.7658 3.7034 1.5284  -0.0451
27 C -0.6368 -2.4056 0.0397  -0.0199
28 C -6.7193 6.3405 -2.1296  -0.1423
29 C -3.7812 -5.4045 -1.6192  -0.0340
30 C 5.0799 -0.3170 -1.6239  -0.1813
31 C -6.5977 5.0020 0.0601  -0.1315
32 H 7.9356 0.0557 -3.6515  0.0751
33 C 6.4144 -2.7414 -4.3166  -0.0121
34 H -5.2783 6.1018 2.3926  0.0731
35 H -4.7427 3.6083 1.6944  0.0855
36 N -1.9099 -7.0303 -1.7457  -0.1684
37 H -2.5098 -0.5898 1.2919  0.1120
38 N 0.3860 -2.6327 4.7768  -0.1283
39 H 0.3250 -6.6776 -2.9618  0.0873
40 H -0.4331 0.7376 5.4382  0.0851
41 H 4.7200 -2.0854 -0.5084  0.1032
42 H 4.2476 2.2346 2.3575  0.1248
43 H -1.0242 -6.7498 1.6062  0.1007
44 H 3.7891 -3.4086 -5.3375  0.0874
45 O -1.9873 4.2195 -2.7401  -0.0364
46 C -5.1420 8.1244 -1.6004  -0.0317
47 H 1.4226 5.4171 0.1874  0.1014
48 H -0.0891 -0.3976 1.5871  0.1025
49 H 2.7307 1.9072 4.1307  0.1096
50 H -0.7954 2.9179 0.7732  0.0644
51 C 5.0075 -2.0202 -4.1420  -0.4356
52 C -2.0130 0.2874 0.8773  -0.1711
53 C -3.7273 -7.4440 -0.1201  -0.0396
54 C 1.2600 -0.9780 -0.6704  -0.0310
55 C 0.0566 -6.5730 -0.2512  -0.1351
56 H 6.2109 2.3272 -3.6839  0.0722
57 H -1.5410 -2.3813 0.6478  0.0793
58 C -3.4608 -1.2999 -1.6793  -0.0176
59 C -2.6348 0.8024 -0.3905  -0.1171
60 H 0.5863 1.5361 -4.1546  0.0172
61 H -0.8258 -0.0546 3.9827  0.0761
62 C -0.2116 -0.9749 -0.4205  -0.5130
63 H -3.2100 -4.6879 -2.2095  0.0745
64 O -2.4864 -7.8690 -2.6289  0.0010
65 O -3.1767 6.1145 -0.9669  -0.0224
66 H 7.6818 -0.8756 -2.1402  0.0663
67 H -0.0175 -8.3417 -3.2138  0.0852
68 H -0.0775 5.3172 3.4561  0.0899
69 H -4.9187 5.5521 -3.8689  0.0798
70 H 7.1591 -2.6433 -3.5268  0.0591
71 O 1.2260 4.5251 -0.1081  -0.0387
72 H 1.7707 -0.8835 0.2879  0.0811
73 H 0.4718 3.2822 -1.3771  0.0113
74 H 4.6140 2.1406 -3.0984  0.0702
75 H 0.2231 -2.8973 0.4947  0.0753
76 C -7.3986 6.1240 -0.7469  -0.1324
77 H -5.8267 8.7248 -2.1993  0.0870
78 C -0.8429 -8.8864 -0.5973  -0.0379
79 H -6.5480 4.0981 -0.5470  0.1079
80 H 1.4792 0.8881 -5.1913  0.0486
81 C -4.4092 4.0094 0.7373  -0.0127
82 H 3.0009 -1.5847 7.3365  0.1062
83 C 5.0995 -1.8080 -1.4918  -0.1462
84 H -7.5050 7.0614 -0.2009  0.0982
85 H -3.6700 1.0902 -2.7272  0.0993
86 H -5.1768 7.2245 -4.0430  0.0890
87 H 3.7509 -2.7354 5.2264  0.1180
88 H -3.1204 -8.1204 0.4817  0.0677
89 H 2.7651 -1.0761 3.5425  0.0767
90 C -1.3224 -1.6202 6.3041  -0.0353
91 H 4.9910 4.3960 1.3671  0.0731
92 H -3.3252 -1.9098 -2.5725  0.0742
93 H -2.2428 1.7764 -0.6832  0.0964
94 H 0.8823 -0.3005 7.2277  0.1219
95 C -0.6136 -7.5469 -1.3089  -0.4956
96 H -4.5487 -7.0350 0.4682  0.0826
97 H 0.5557 6.0564 2.0800  0.0823
98 H 2.5747 -3.5578 6.2779  0.1170
99 H 5.4512 0.2143 -0.7475  0.1159
100 H 3.8712 5.4608 0.4804  0.0759
101 H 1.3211 -7.8434 -2.0047  0.0905
102 C -4.6864 6.5030 -3.3895  -0.0445
103 H -0.7668 -3.0392 -0.8376  0.0794
104 H -3.7093 0.8770 -0.2230  0.1110
105 H -7.2695 7.1654 -2.5824  0.1092
106 C 2.2208 -1.9597 3.2090  -0.0301
107 H -0.3930 -5.0292 1.2925  0.0797
108 C 0.7379 5.2090 2.7409  -0.0234
109 H -2.6913 5.3465 -1.2770  0.0499
110 H -0.3431 -0.5493 -3.4729  0.0454
111 C -2.6387 0.7575 -2.8447  -0.0582
112 H 2.8883 1.9833 -0.6748  0.0698
113 H -1.8413 1.4935 -2.9465  0.0568
114 N -4.5434 5.8425 -1.0144  -0.0970
115 H -4.3566 -4.8314 -0.8923  0.0839
116 C 3.0531 3.3573 1.0316  -0.4251
117 C -4.9703 6.4668 1.4128  -0.0232
118 C -2.8681 -6.3925 -0.8431  -0.4599
119 H 3.5256 3.4904 -1.1151  0.0834
120 H 0.5076 2.9512 4.0030  0.1203
121 O 0.7110 0.7233 -4.6445  -0.0322
122 H -0.9667 -3.6864 4.3680  0.1094
123 O -0.5912 -2.9600 3.8650  -0.0160
124 C 3.9517 4.7079 1.2645  0.0044
125 H -5.6388 7.2859 1.1476  0.0501
126 C 0.6083 3.8342 2.0565  -0.4506
127 C -0.5247 -0.0042 0.6686  -0.1526
128 H -2.0195 -1.7527 5.4767  0.0709
129 C 1.0308 -1.2496 6.7127  -0.1653
130 C 5.6344 1.7991 -2.9244  -0.0284
131 H -3.1416 -2.0702 -0.9773  0.0534
132 H -1.4295 3.3674 2.3251  0.0991
133 C 3.1970 2.2310 2.0671  -0.1280
134 C 2.4809 2.6052 3.3316  -0.2143
135 H 1.1681 -4.5867 3.0351  0.0478
136 H -7.0928 4.6643 0.9706  0.1165
137 H -4.5459 3.3691 -0.1341  0.0690
138 O -0.5877 -1.2209 -2.8321  -0.0094
139 C 0.0490 -1.3725 5.5747  -0.4570
140 H 3.7531 5.0879 2.2667  0.0543
141 H 1.4722 -1.8092 2.4311  0.0606
142 H 4.2386 -3.4716 -2.6897  0.1071
143 H -1.9785 -4.5051 -0.1752  0.0621
144 N 1.5761 3.6468 0.8768  -0.1062
145 H -2.0483 1.0578 1.6476  0.0957
146 H 5.8552 2.3949 -2.0388  0.0583
147 C -5.1509 5.3623 0.2846  -0.4554
148 C -0.0745 -0.0473 4.7723  -0.0232
149 C 3.5296 2.7769 -0.2912  -0.0662
150 H 2.9819 -2.4623 2.6121  0.0811
151 H -3.6068 6.6504 -3.4170  0.0828
152 H 0.6709 1.6984 2.8262  0.0893
153 H -2.6900 3.7868 -3.2251  0.0427
154 H 6.7018 -0.2734 -5.1431  0.0638
155 H 0.9772 -6.9630 0.1830  0.1155
156 H 0.8434 0.2808 4.2845  0.0494
157 H -1.0919 4.6423 1.0810  0.0862
158 H 1.5730 -5.2224 4.5362  0.0762
159 H 1.7313 -0.2309 -1.3090  0.0710
160 H 2.8785 1.2481 1.7198  0.1196
161 C -5.2163 6.6657 -1.9861  -0.5514
162 H -5.3446 8.1871 -0.5312  0.0642
163 H -2.6879 -5.4565 1.2005  0.1107
164 H 4.5745 2.4682 -0.3224  0.0664
165 H 0.4040 -5.7050 -0.8116  0.1087
166 H 4.0688 0.0742 -1.7367  0.0971
167 C -2.1290 -5.4907 0.2653  -0.1010
168 H -1.3588 3.5219 -2.5546  -0.0161
169 H 6.3559 -3.8225 -4.4432  0.0802
170 H -2.3876 -7.3286 -3.4161  0.1167
171 H -4.5162 -1.0680 -1.5365  0.0842
172 C 1.0358 2.6923 3.0854  -0.1361
173 H 7.7910 0.8892 -2.1285  0.0794
174 C 3.9785 -2.3409 -5.2276  -0.0305
175 H -0.9332 -8.8118 0.4864  0.0708
176 C 2.5067 -1.4541 6.3738  -0.1675
177 H -4.3961 -5.9443 -2.3394  0.0774
178 H -0.0811 0.9633 0.4336  0.1001
179 H 0.5305 1.7975 -1.6669  0.0215
180 H -8.4211 5.7992 -0.9395  0.0974
181 C -2.4045 -0.1408 -1.6758  -0.4394
182 C 1.8591 -4.4162 3.8607  -0.0162
183 H -4.2071 -8.0993 -0.8471  0.0769
184 H -1.6463 -9.5461 -0.9249  0.0827
185 C 7.4238 0.0298 -2.6894  -0.0247
186 H 6.9651 -2.1775 -5.0695  0.0683
187 N 5.3336 -0.5758 -3.9999  -0.1511
188 H -2.5701 0.3926 -3.8695  0.0894
189 H 2.9779 -0.6062 5.8767  0.0965

Spin multiplicity: 1
Total energy (eV): -85302.3118
SMILES: CC1(C)CCCC(C)(C)N1O.CC1(C)CCCC(C)(C)N1O.CC1(C)CCCC(C)(C)N1O.CC1(C)CCCC(C)(C)N1O.CC1(C)CCCC(C)(C)N1O.CC1(C)CCCC(C)(C)N1O.O.O.O
ΔE to the lowest compared entry with this formula, charge and spin (eV): 2.073
Charge: 0

***

Entry 2:
ORCA calculation (ωB97M-V/def2-TZVPD) on a gas-phase ion, C5H14N (charge +1) at a distorted geometry.

Last column: natural (NBO) charge in e.
Cartesian coordinates (Å):
1 H 2.0780 -0.5582 0.8604  0.4463
2 H 1.1429 1.7972 -1.4657  0.2286
3 C -0.0323 -0.7457 0.4767  -0.0447
4 H -1.4332 2.0035 0.2140  0.2022
5 H -1.4280 -2.1152 1.4406  0.2362
6 N 1.3315 -1.2578 0.8711  -0.6717
7 H 1.6273 -1.9014 0.1282  0.4363
8 H 1.1708 1.5327 0.2705  0.1743
9 H -0.6296 -2.8456 -0.0328  0.2231
10 H -0.4374 -0.2027 1.3303  0.2306
11 H -0.3383 3.3899 -0.0093  0.2307
12 H -1.0611 2.6436 -1.4169  0.2228
13 C -1.0194 -1.9447 0.4496  -0.6343
14 H -0.9388 0.0728 -1.2316  0.2434
15 C -0.6704 2.4420 -0.4190  -0.6081
16 H 0.5912 -0.4745 -1.6016  0.2248
17 C 0.5302 1.5020 -0.6172  -0.3892
18 H -1.8257 -1.5998 -0.1933  0.2512
19 C 0.0458 0.0391 -0.8011  -0.4502
20 H 1.2965 -1.7772 1.7472  0.4477

Spin multiplicity: 1
Total energy (eV): -6895.6093
SMILES: CCC[C@@H](C)[NH3+]
ΔE to the lowest compared entry with this formula, charge and spin (eV): 0.253
Charge: +1

***

Entry 3:
ORCA calculation (ωB97M-V/def2-TZVPD) on 12 unconnected molecules or ions with the total composition C30H84O18 at a distorted geometry.

Last column: Löwdin charge in e.
Cartesian coordinates (Å):
1 O -1.8084 1.7074 5.4401  -0.0482
2 C 5.6290 0.4372 -1.5343  -0.0468
3 H 4.3854 3.5959 -0.9068  0.0581
4 H 3.7215 0.3162 0.3336  0.0815
5 H 0.6192 -2.8273 -1.3539  0.0646
6 C -2.8126 1.6695 3.1409  -0.2078
7 H 2.0560 1.4970 -4.9247  0.0604
8 H -0.6178 -1.3952 -2.7103  0.0764
9 H 0.9823 1.6484 -6.2936  0.0874
10 H 0.2825 4.4008 -3.9678  0.0810
11 H -3.8902 -1.3042 -0.1443  0.0746
12 H -0.9168 -4.9602 0.0587  0.1094
13 H 1.4422 -4.1856 0.6787  0.1111
14 H -1.6554 2.7641 0.3155  0.0724
15 H 1.3096 0.1845 0.7106  0.1058
16 H 2.4089 4.0975 2.9549  0.0601
17 H 3.4823 5.1355 -0.6160  0.0873
18 C -2.8533 -4.2639 0.4468  -0.2345
19 C 0.9338 3.6764 -4.4623  -0.0531
20 O -3.6604 -3.6990 1.4508  -0.0880
21 H 2.6676 -1.0823 6.6563  0.0706
22 O -1.1755 -0.7553 -3.2219  -0.0891
23 C 4.2418 -0.1454 -1.5192  -0.4389
24 H -2.0044 3.3860 4.1916  0.1344
25 C -1.4383 -4.5495 0.9431  -0.2580
26 O -0.1761 -2.9573 -1.9398  -0.1031
27 H 3.1834 -3.8664 0.3513  0.1290
28 H -0.1729 0.7051 -1.1005  0.0863
29 H 4.7428 2.8731 2.0062  0.1151
30 C 2.3878 -3.0359 2.1585  -0.2180
31 H 2.5606 1.9992 4.6019  0.0891
32 H 0.8128 -1.9805 2.7172  0.0431
33 H -1.1665 5.5300 0.6610  0.1244
34 C 2.8673 4.6151 2.1104  -0.0303
35 O -1.8974 0.8455 -0.2254  -0.0577
36 H -3.2731 -5.2408 0.1461  0.1310
37 H 5.9141 0.6795 -2.5537  0.0819
38 C -1.8509 2.2954 4.1530  -0.2148
39 H 2.5001 -1.7163 -0.1490  0.0394
40 C -0.1904 4.4258 -0.7454  -0.2634
41 H -2.9711 -0.4982 -2.2175  0.0992
42 H 0.4126 -4.8740 -2.1054  0.1254
43 H 2.9596 -3.8195 2.6466  0.1172
44 C -4.8842 -0.8690 -0.4054  -0.0534
45 C 0.1871 2.3860 -4.4769  -0.4800
46 C 3.3233 3.6530 0.9448  -0.5173
47 O -2.6983 -1.6669 -5.4311  -0.0925
48 H -2.6498 1.8196 5.8704  0.0888
49 H -3.8559 -4.3792 2.1376  0.1222
50 H -2.6373 -2.1302 -2.7630  0.1134
51 H 2.5046 0.6225 3.4537  0.0751
52 C -3.2828 -0.9086 -4.3194  -0.1996
53 H 2.2272 0.2627 -2.1442  0.0809
54 H 2.8870 -1.4582 4.8913  0.0621
55 H -0.5088 1.0248 -3.2793  0.0644
56 O 0.5230 3.2313 -0.9478  -0.0993
57 H -5.8744 0.1375 1.9575  0.0822
58 C 1.9312 1.2116 4.1708  -0.0603
59 O -6.1948 -2.8048 0.3983  -0.0429
60 H 0.0427 4.4171 1.3872  0.1122
61 C -1.1565 -4.4333 -3.5618  -0.0187
62 H -0.7444 2.5294 -5.0291  0.1395
63 H 1.1481 -2.9074 -4.2767  0.0897
64 H 0.5415 5.2421 -0.8991  0.1233
65 H 5.6057 1.4057 -1.0212  0.0739
66 H -1.5132 -3.5259 -4.0672  0.0619
67 O 1.7819 -2.3639 -0.1357  -0.1006
68 C 0.2916 0.4735 0.9566  -0.1701
69 H 3.4816 1.1426 -3.0815  0.0790
70 O -2.6020 0.2943 2.9007  -0.0806
71 C -2.4904 -1.0695 -3.0370  -0.2912
72 O -0.1436 1.9221 -3.1666  -0.0758
73 H 6.3749 -0.2073 -1.0776  0.0843
74 H 1.8708 3.6152 -3.8883  0.0941
75 H 3.0227 1.6823 -1.4631  0.0708
76 C -0.6153 0.2673 -0.2222  -0.2347
77 H 2.9872 -2.1302 2.2398  0.1125
78 H 0.3105 1.3945 6.2023  0.0495
79 H -0.8791 -3.6528 1.3216  0.1245
80 O 1.1188 0.9363 6.4603  -0.0641
81 H 1.4552 -4.6456 -4.3315  0.0784
82 H -1.9188 -4.8107 -2.8752  0.0750
83 C 1.0260 1.3738 -5.2339  -0.0482
84 H 2.4375 3.1831 0.5071  0.1047
85 H -1.0044 -0.2086 2.3259  0.0375
86 H -2.6390 -0.1921 3.7353  0.1134
87 C -0.7559 4.5135 0.6163  -0.2465
88 H 0.7424 0.3212 -5.1816  0.0744
89 H -4.3088 -1.3904 -4.2287  0.1376
90 H -1.3401 -5.2081 2.8047  0.0842
91 O 3.8675 -0.5173 -0.1554  -0.0863
92 O -0.0839 -0.3747 2.0791  -0.0976
93 H -3.4755 0.1143 -4.6227  0.1069
94 H -2.5927 2.1962 2.2194  0.0873
95 H -0.8481 2.1457 3.7604  0.0945
96 C 1.3396 -3.8050 -3.6571  -0.0426
97 H -1.8198 -1.2752 -5.5970  0.0758
98 H -6.7248 -1.3195 2.4846  0.0877
99 H 3.7635 5.1554 2.4885  0.0840
100 C 4.0837 4.3303 -0.1694  -0.0490
101 H -2.4266 0.3555 0.4311  0.0748
102 H -5.0980 -1.0875 -1.4609  0.0759
103 H -3.8687 1.8209 3.3935  0.1266
104 H -0.9593 -5.2207 -4.2832  0.0771
105 O 4.0505 2.5622 1.3869  -0.0597
106 H 2.1520 5.3846 1.7862  0.0681
107 C 2.7707 -0.6900 5.6550  -0.0296
108 C -5.8586 -0.9631 1.9073  -0.0739
109 H 1.0801 1.6336 3.6603  0.0368
110 H -0.7102 -0.8556 -0.3685  0.1411
111 H -6.9476 -0.8957 0.1714  0.1340
112 C 3.1806 0.8004 -2.0871  -0.0278
113 H 0.2366 2.8967 -1.8238  0.0334
114 H -0.9621 4.4391 -1.5090  0.1285
115 H 4.2139 -1.0874 -2.0420  0.1321
116 O -1.4908 -5.5409 1.9260  -0.0478
117 H -4.9145 -1.3298 2.3338  0.0695
118 H 2.2404 -3.6741 -3.0680  0.0714
119 H 3.6354 -0.0298 5.6810  0.0725
120 H 5.0181 4.7431 0.2158  0.0815
121 H 0.7139 -0.4070 4.9419  0.1258
122 O 1.1199 -2.8991 2.8587  -0.0861
123 H -4.8463 0.2266 -0.3001  0.0865
124 C 2.2356 -3.4378 0.7164  -0.1981
125 C 1.5487 0.2284 5.2751  -0.4503
126 C -6.0295 -1.4007 0.4797  -0.5032
127 H -2.8328 -3.6248 -0.4511  0.1125
128 O -1.8486 3.6217 0.7953  -0.0924
129 H -5.4845 -3.1274 0.9654  0.0413
130 C 0.1375 -4.0581 -2.7748  -0.4790
131 H 0.2598 1.5053 1.3157  0.1097
132 H 1.0792 4.0323 -5.4780  0.0899

Spin multiplicity: 1
Total energy (eV): -69325.9158
SMILES: CC(C)O.CC(C)O.CC(C)O.CC(C)O.CC(C)O.CC(C)O.OCCO.OCCO.OCCO.OCCO.OCCO.OCCO
ΔE to the lowest compared entry with this formula, charge and spin (eV): 0.000
Charge: 0

***

Entry 4:
ORCA calculation (ωB97M-V/def2-TZVPD) on 2 unconnected molecules or ions with the total composition C5H11NO at a distorted geometry.

Last column: natural (NBO) charge in e.
Cartesian coordinates (Å):
1 H 0.5454 2.8224 -1.1704  0.3414
2 N 0.3351 2.0656 -1.7748  -0.8165
3 C 0.2286 -1.6817 2.0359  -0.3336
4 C 0.1524 -0.9759 -0.1772  -0.2730
5 H -2.6302 0.5713 1.2962  0.4737
6 C -0.2600 -1.8261 0.8516  -0.2749
7 C 1.2520 0.9610 -1.4552  -0.2648
8 H -0.6149 1.9789 -1.5088  0.3608
9 H 0.0781 -1.4751 -1.1270  0.2063
10 O -2.6498 1.0002 0.4186  -0.9452
11 H -0.9825 -2.6906 0.7641  0.2217
12 H 1.5047 0.6268 0.7769  0.1982
13 C 0.9852 0.1905 -0.1133  -0.1429
14 H 2.2861 1.3561 -1.7528  0.2077
15 H 0.1927 -2.4302 2.8881  0.1991
16 H 0.9750 -0.9058 2.3022  0.1838
17 H 0.9752 0.1233 -2.0417  0.1851
18 H -2.3730 0.2893 -0.2123  0.4729

Spin multiplicity: 1
Total energy (eV): -8897.9613
SMILES: C=C/C=C/CN.O
ΔE to the lowest compared entry with this formula, charge and spin (eV): 3.736
Charge: 0